[1]
125
Properties=species:S:1:pos:R:3:lowdin_charge:R:1 method="wB97M-V/def2-TZVPD" homo_energy_ha=-0.2053 gap_ev=7.729 total_charge=-1 lumo_ev=2.14
Rb -0.144 0.142 0.138 0.86
C 2.147 5.418 -0.281 -0.03
C 1.975 4.104 -0.974 -0.28
C 1.747 3.852 -2.309 0.02
C 1.660 2.441 -2.403 -0.27
N 1.826 1.893 -1.211 0.06
N 2.019 2.911 -0.330 0.02
B 2.552 2.715 1.125 -0.50
N 3.340 1.389 1.265 0.03
N 2.877 0.162 0.876 0.11
C 3.894 -0.675 1.012 -0.27
C 5.032 0.000 1.513 0.01
C 4.640 1.309 1.653 -0.28
C 5.466 2.456 2.153 -0.03
C 3.838 -2.136 0.624 -0.53
C 2.530 -2.478 -0.087 -0.06
C 5.004 -2.441 -0.326 -0.05
C 3.990 -2.994 1.891 -0.04
N 1.444 2.887 2.205 0.02
N 0.319 2.119 2.269 0.08
C -0.373 2.554 3.315 -0.27
C 0.307 3.620 3.943 0.01
C 1.455 3.802 3.204 -0.28
C 2.540 4.808 3.445 -0.03
C -1.717 1.996 3.736 -0.54
C -2.791 3.065 3.488 -0.04
C -1.672 1.649 5.228 -0.04
C -2.083 0.738 2.954 -0.06
C 1.483 1.604 -3.650 -0.54
C 2.776 1.685 -4.475 -0.05
C 0.313 2.153 -4.480 -0.05
C 1.203 0.144 -3.289 -0.06
H 1.981 6.226 -0.992 0.07
H 3.153 5.521 0.134 0.07
H 1.437 5.530 0.543 0.08
H 1.642 4.587 -3.096 0.10
H 3.337 3.605 1.328 0.10
H 6.009 -0.405 1.735 0.10
H 6.465 2.089 2.389 0.07
H 5.042 2.894 3.058 0.06
H 5.556 3.252 1.412 0.08
H 2.400 -1.858 -0.981 0.08
H 1.678 -2.302 0.569 0.02
H 2.530 -3.533 -0.378 0.09
H 4.948 -1.810 -1.219 0.09
H 4.967 -3.491 -0.638 0.08
H 5.969 -2.262 0.157 0.07
H 3.174 -2.792 2.593 0.07
H 4.932 -2.769 2.398 0.08
H 3.983 -4.061 1.636 0.08
H 0.007 4.190 4.810 0.10
H 2.269 5.412 4.310 0.08
H 2.682 5.472 2.590 0.06
H 3.500 4.330 3.648 0.06
H -2.559 3.989 4.027 0.08
H -3.773 2.705 3.819 0.08
H -2.850 3.298 2.421 0.09
H -1.469 2.535 5.838 0.08
H -0.887 0.911 5.425 0.08
H -2.631 1.225 5.547 0.08
H -2.130 0.953 1.886 0.05
H -3.065 0.372 3.269 0.10
H -1.349 -0.054 3.128 0.06
H 3.010 2.722 -4.730 0.08
H 2.673 1.112 -5.405 0.08
H 3.617 1.276 -3.905 0.09
H 0.526 3.165 -4.842 0.08
H -0.598 2.192 -3.874 0.09
H 0.129 1.509 -5.348 0.07
H 1.945 -0.228 -2.579 0.07
H 1.225 -0.482 -4.186 0.09
H 0.215 0.027 -2.837 0.06
O -3.579 -0.795 -0.019 0.00
C -2.813 -1.625 0.485 -0.65
O -1.666 -1.969 0.034 -0.32
C -3.194 -2.283 1.789 -0.16
C -4.538 -2.373 2.135 -0.02
C -4.910 -2.952 3.336 -0.08
C -3.928 -3.413 4.206 -0.09
C -2.585 -3.307 3.871 -0.07
C -2.191 -2.755 2.651 -0.26
P -0.416 -2.606 2.104 1.10
C -0.175 -4.331 1.481 -0.32
C -1.137 -4.933 0.665 -0.08
C -0.917 -6.186 0.105 -0.09
C 0.266 -6.870 0.355 -0.10
C 1.235 -6.279 1.156 -0.09
C 1.020 -5.019 1.701 -0.12
C 0.480 -2.657 3.739 -0.36
C 0.649 -3.728 4.623 -0.12
C 1.359 -3.574 5.806 -0.09
C 1.923 -2.343 6.130 -0.10
C 1.786 -1.273 5.257 -0.08
C 1.078 -1.435 4.070 -0.11
H -5.273 -1.978 1.443 0.12
H -5.959 -3.035 3.602 0.10
H -4.209 -3.857 5.156 0.10
H -1.844 -3.651 4.578 0.08
H -2.062 -4.411 0.451 0.09
H -1.675 -6.625 -0.536 0.09
H 0.436 -7.851 -0.075 0.10
H 2.165 -6.801 1.355 0.10
H 1.800 -4.561 2.297 0.08
H 0.239 -4.702 4.374 0.11
H 1.479 -4.417 6.478 0.10
H 2.478 -2.227 7.054 0.10
H 2.241 -0.316 5.485 0.11
H 1.009 -0.601 3.374 0.08
O -2.394 1.404 -1.134 -0.13
H -3.239 1.065 -0.802 0.03
H -1.941 0.567 -1.255 -0.08
O -0.355 -2.637 -2.327 -0.10
H 0.202 -3.361 -2.016 0.04
H -0.893 -2.417 -1.540 -0.01
I -3.364 -4.327 -3.012 0.86
C -3.022 -2.490 -3.976 -0.79
C -2.072 -2.441 -4.991 -0.15
C -1.821 -1.209 -5.564 -0.08
C -2.511 -0.094 -5.110 -0.08
C -3.437 -0.264 -4.096 -0.13
N -3.695 -1.454 -3.533 0.04
H -1.533 -3.328 -5.291 0.09
H -1.076 -1.116 -6.348 0.11
H -2.326 0.888 -5.528 0.10
H -3.990 0.579 -3.699 0.11

[2]
159
Properties=species:S:1:pos:R:3:mulliken_spin:R:1 method="wB97M-V/def2-TZVPD" homo_energy_ha="-0.3033 / -0.3438" gap_ev="8.259 / 9.361" total_charge=0 s2=0.75 lumo_ev="0.01 / 0.01" multiplicity=2
C -5.855 -0.504 -0.111 0.00
C -5.140 0.898 -0.167 0.00
C -4.073 0.842 -1.316 0.00
O -2.782 1.290 -0.884 0.01
C -2.221 0.321 -0.017 0.01
C -0.822 -0.214 -0.509 -0.03
O -0.512 -1.234 0.462 0.00
C 0.644 -1.973 0.122 0.00
C 0.953 -2.899 1.358 0.00
C -1.013 -0.767 -1.965 0.06
C 0.053 -0.227 -2.987 0.01
C -0.491 -0.611 -4.426 0.00
C 1.457 -0.880 -2.883 0.02
N 0.036 1.246 -2.924 0.36
O -1.113 1.713 -3.263 0.56
C 0.556 1.792 -1.660 0.00
C 2.115 2.081 -1.696 0.04
C -0.089 3.227 -1.492 0.00
C 0.189 0.982 -0.358 0.02
H -5.129 -1.295 0.181 0.00
H -6.716 -0.512 0.585 0.00
H -6.198 -0.791 -1.131 0.00
H -4.681 1.061 0.826 0.00
H -5.909 1.648 -0.430 0.00
H -4.391 1.371 -2.237 0.00
H -3.973 -0.230 -1.617 0.00
H -2.854 -0.572 0.164 0.00
H -2.084 0.823 0.981 0.00
H 0.526 -2.655 -0.743 0.00
H 1.557 -1.367 -0.043 0.00
H 0.880 -2.328 2.301 0.00
H 0.133 -3.655 1.359 0.00
H 1.906 -3.443 1.238 0.00
H -2.001 -0.514 -2.402 0.00
H -0.959 -1.878 -2.022 0.00
H -0.175 -1.650 -4.666 0.00
H -0.015 0.071 -5.157 0.00
H -1.585 -0.477 -4.469 0.00
H 2.042 -0.542 -3.768 -0.01
H 1.385 -1.981 -2.945 0.00
H 2.040 -0.571 -1.995 0.00
H 2.239 3.139 -2.022 0.00
H 2.565 2.036 -0.684 0.00
H 2.649 1.469 -2.447 -0.02
H 0.579 3.744 -0.756 0.00
H -1.089 3.194 -1.026 0.00
H -0.033 3.825 -2.419 0.00
H -0.274 1.701 0.357 0.00
H 1.146 0.689 0.128 0.00
C 2.789 -7.120 0.086 0.00
C 3.864 -7.791 0.892 0.00
O 4.729 -6.716 1.213 0.00
C 3.950 -5.601 1.254 0.00
O 4.278 -4.574 1.744 0.00
O 2.744 -5.817 0.669 0.00
F 4.547 -8.699 0.151 0.00
H 3.051 -7.038 -0.971 0.00
H 1.826 -7.622 0.172 0.00
H 3.510 -8.262 1.813 0.00
C 5.388 -2.433 -5.449 0.00
C 5.252 -2.621 -3.966 0.00
O 3.844 -2.675 -3.784 0.00
C 3.333 -3.177 -4.940 0.00
O 2.228 -3.601 -5.054 0.00
O 4.241 -3.137 -5.944 0.00
F 5.734 -1.560 -3.278 0.00
H 5.326 -1.385 -5.743 0.00
H 6.309 -2.853 -5.842 0.00
H 5.706 -3.540 -3.586 0.00
C -8.514 -3.859 0.151 0.00
C -7.694 -4.502 1.227 0.00
O -6.694 -5.194 0.494 0.00
C -6.519 -4.489 -0.657 0.00
O -5.591 -4.615 -1.384 0.00
O -7.538 -3.614 -0.863 0.00
F -8.420 -5.405 1.931 0.00
H -9.286 -4.526 -0.240 0.00
H -8.983 -2.933 0.480 0.00
H -7.222 -3.801 1.909 0.00
C 7.755 1.705 -1.683 0.00
C 7.208 2.898 -2.412 0.00
O 7.198 2.462 -3.760 0.00
C 7.035 1.110 -3.721 0.00
O 6.720 0.449 -4.651 0.00
O 7.273 0.621 -2.477 0.00
F 8.036 3.969 -2.303 0.00
H 8.847 1.690 -1.670 0.00
H 7.389 1.635 -0.660 0.00
H 6.197 3.186 -2.113 0.00
C 0.716 7.907 1.442 0.00
C 0.368 7.836 -0.017 0.00
O 1.521 7.241 -0.585 0.00
C 2.060 6.458 0.388 0.00
O 2.870 5.615 0.194 0.00
O 1.548 6.759 1.609 0.00
F 0.204 9.073 -0.548 0.00
H 1.283 8.807 1.691 0.00
H -0.160 7.854 2.086 0.00
H -0.508 7.222 -0.243 0.00
C -1.666 1.365 3.664 0.00
C -1.562 2.861 3.643 0.00
O -2.385 3.245 4.731 0.00
C -2.336 2.217 5.622 0.00
O -2.686 2.295 6.753 0.00
O -1.832 1.093 5.056 0.00
F -2.076 3.378 2.498 0.00
H -2.537 0.998 3.116 0.00
H -0.774 0.877 3.273 0.00
H -0.550 3.246 3.794 0.00
C -1.304 1.082 9.802 0.00
C -0.426 0.104 9.080 0.00
O 0.352 -0.450 10.127 0.00
C -0.419 -0.383 11.248 0.00
O -0.202 -0.986 12.245 0.00
O -1.473 0.454 11.075 0.00
F 0.400 0.730 8.202 0.00
H -0.824 2.053 9.938 0.00
H -2.260 1.229 9.307 0.00
H -0.967 -0.694 8.565 0.00
C 7.042 0.197 -8.866 0.00
C 7.922 -0.775 -9.595 0.00
O 8.749 -1.282 -8.559 0.00
C 8.011 -1.208 -7.418 0.00
O 8.265 -1.783 -6.412 0.00
O 6.932 -0.404 -7.577 0.00
F 8.699 -0.148 -10.513 0.00
H 7.498 1.184 -8.767 0.00
H 6.066 0.304 -9.334 0.00
H 7.385 -1.598 -10.073 0.00
C 2.014 -0.942 -8.741 0.00
C 1.769 0.442 -9.270 0.00
O 2.998 0.754 -9.909 0.00
C 3.520 -0.432 -10.319 0.00
O 4.400 -0.537 -11.113 0.00
O 2.910 -1.481 -9.716 0.00
F 1.560 1.327 -8.265 0.00
H 2.502 -0.934 -7.764 0.00
H 1.103 -1.534 -8.674 0.00
H 0.954 0.511 -9.994 0.00
C -5.631 4.095 10.845 0.00
C -5.357 2.623 10.732 0.00
O -3.946 2.575 10.623 0.00
C -3.478 3.665 11.291 0.00
O -2.353 3.807 11.630 0.00
O -4.467 4.566 11.523 0.00
F -5.904 2.103 9.602 0.00
H -5.705 4.580 9.869 0.00
H -6.533 4.312 11.416 0.00
H -5.677 2.036 11.597 0.00
C -6.589 -1.300 5.576 0.00
C -6.502 -0.307 4.453 0.00
O -6.950 -1.059 3.337 0.00
C -7.811 -1.987 3.830 0.00
O -8.570 -2.608 3.161 0.00
O -7.696 -2.109 5.174 0.00
F -5.220 0.082 4.234 0.00
H -5.694 -1.920 5.652 0.00
H -6.775 -0.829 6.539 0.00
H -7.134 0.575 4.578 0.00